Entry 1:
This record from OMol25 describes an isolated molecule of C10H9OP. The level of theory is ωB97M-V/def2-TZVPD.

Last column: Mulliken charge in e.
Positions of all 21 atoms, in Å:
C1 -2.78 -0.94 0.20  -0.43
C2 -1.90 -1.93 0.58  -0.68
C3 -2.42 0.41 0.10  -0.99
C4 -0.61 -1.58 0.84  -0.30
C5 -1.03 0.72 0.32  0.82
C6 -0.17 -0.28 0.54  0.65
C7 -0.74 2.12 0.37  -0.19
C8 0.20 2.76 0.97  -0.87
C9 3.50 -0.42 -0.78  -0.67
C10 2.21 -0.01 -0.72  -0.08
O1 2.36 -0.69 1.94  -0.65
P1 1.53 0.15 0.95  0.33
H1 -3.84 -1.05 0.15  0.36
H2 -2.27 -2.93 0.65  0.40
H3 -3.14 1.16 -0.19  0.31
H4 0.12 -2.29 1.30  0.38
H5 -1.60 2.64 -0.14  0.23
H6 1.04 3.30 1.24  0.45
H7 4.18 -0.54 -1.62  0.28
H8 3.79 -0.64 0.22  0.29
H9 1.51 0.31 -1.42  0.36

Energy ... -21847.32307 eV
Net charge ... 0
E_HOMO (spin up / spin down) ... -8.40 / -8.02 eV
Largest force on an atom ... 3.5 eV Å⁻¹
Molecular weight ... 176.16 g/mol
ΔE to the lowest compared entry with this formula, charge and spin ... 129.5 kJ/mol


Entry 2:
This record from OMol25 describes a cluster of 17 separate species, C114H139N16O18 in total. The level of theory is ωB97M-V/def2-TZVPD.

Last column: Mulliken charge in e.
Positions of all 287 atoms, in Å:
C1 -4.17 7.11 1.59  -0.57
N1 -4.63 5.87 2.28  0.48
C2 -5.80 5.86 2.89  -0.58
C3 -6.24 4.72 3.57  -0.54
C4 -5.34 3.67 3.78  0.85
C5 -4.11 3.73 3.13  -0.15
C6 -3.80 4.76 2.33  -0.88
C7 -5.64 2.54 4.79  0.41
C8 -4.80 2.42 5.94  -0.72
C9 -5.22 1.49 6.88  -0.35
N2 -6.25 0.70 6.66  0.10
C10 -7.03 0.73 5.59  -0.42
C11 -6.68 1.67 4.58  -0.47
C12 -6.52 -0.33 7.69  -0.97
H1 -3.34 6.86 0.98  0.08
H2 -3.72 7.83 2.33  0.01
H3 -5.02 7.51 1.02  0.47
H4 -6.34 6.82 2.80  0.48
H5 -7.22 4.84 4.04  0.58
H6 -3.29 2.94 3.28  0.44
H7 -2.89 4.71 1.69  0.18
H8 -3.98 3.04 6.10  0.82
H9 -4.65 1.29 7.82  0.32
H10 -7.97 0.17 5.52  0.50
H11 -7.23 1.68 3.65  0.55
H12 -6.90 -1.25 7.18  0.37
H13 -7.30 0.00 8.35  0.35
H14 -5.61 -0.57 8.23  0.34
C13 6.92 -5.08 -3.73  -0.29
N3 8.01 -5.62 -4.62  0.20
C14 8.68 -6.68 -4.21  -0.01
C15 9.69 -7.30 -4.96  -1.01
C16 9.89 -6.84 -6.25  0.96
C17 9.12 -5.78 -6.70  -0.75
C18 8.22 -5.17 -5.87  -0.51
C19 10.83 -7.51 -7.18  0.71
C20 10.47 -7.72 -8.57  -0.75
C21 11.37 -8.15 -9.44  -0.23
N4 12.62 -8.53 -8.98  0.06
C22 12.93 -8.36 -7.70  -0.30
C23 12.05 -7.89 -6.76  -0.64
C24 13.70 -8.76 -10.03  -0.90
H15 7.06 -4.02 -3.47  0.24
H16 6.76 -5.71 -2.86  -0.27
H17 6.04 -5.02 -4.33  0.34
H18 8.41 -7.13 -3.22  0.47
H19 10.27 -8.12 -4.52  0.44
H20 9.23 -5.36 -7.69  0.54
H21 7.59 -4.35 -6.19  0.65
H22 9.46 -7.41 -8.83  0.56
H23 11.23 -8.24 -10.56  0.39
H24 13.89 -8.69 -7.37  0.48
H25 12.43 -7.74 -5.77  0.47
H26 13.38 -8.28 -10.97  0.37
H27 13.75 -9.84 -10.11  0.33
H28 14.56 -8.27 -9.61  0.39
C25 -1.48 11.13 5.23  -0.38
N5 -2.51 11.86 6.07  0.03
C26 -2.15 13.04 6.56  -0.07
C27 -2.96 13.67 7.49  -0.58
C28 -4.12 13.01 7.94  0.61
C29 -4.45 11.78 7.39  -0.50
C30 -3.62 11.20 6.49  -0.49
C31 -5.03 13.52 9.06  0.44
C32 -4.96 12.94 10.30  -0.54
C33 -5.59 13.53 11.36  -0.42
N6 -6.27 14.70 11.17  0.07
C34 -6.41 15.22 9.94  -0.16
C35 -5.86 14.63 8.82  -0.57
C36 -6.77 15.48 12.34  -0.87
H29 -1.33 10.08 5.60  -0.16
H30 -0.60 11.78 5.31  0.35
H31 -1.82 11.02 4.24  0.29
H32 -1.26 13.53 6.17  0.41
H33 -2.81 14.72 7.81  0.48
H34 -5.31 11.20 7.72  0.48
H35 -3.84 10.25 6.03  0.55
H36 -4.36 12.09 10.51  0.50
H37 -5.47 13.23 12.36  0.46
H38 -7.01 16.16 9.85  0.43
H39 -5.94 15.08 7.83  0.51
H40 -7.90 15.40 12.41  0.32
H41 -6.54 16.58 12.13  0.39
H42 -6.13 15.26 13.25  0.32
C37 -0.15 -10.81 0.93  -0.95
N7 0.96 -9.89 1.39  0.26
C38 1.14 -8.73 0.75  -1.54
C39 2.30 -8.00 1.00  0.61
C40 3.27 -8.40 1.91  0.26
C41 3.04 -9.61 2.56  -0.76
C42 1.85 -10.31 2.32  -0.46
C43 4.57 -7.78 2.06  0.73
C44 5.79 -8.51 2.05  -0.88
C45 6.99 -7.80 2.02  -0.30
N8 6.99 -6.48 1.92  0.23
C46 5.82 -5.72 1.98  -0.67
C47 4.62 -6.37 2.12  -0.65
C48 8.25 -5.68 1.72  -0.89
H43 -0.58 -11.14 1.87  0.38
H44 0.29 -11.62 0.38  0.37
H45 -0.95 -10.35 0.38  0.30
H46 0.38 -8.36 0.12  1.18
H47 2.49 -7.11 0.42  0.46
H48 3.61 -10.07 3.41  0.46
H49 1.63 -11.25 2.78  0.46
H50 5.76 -9.60 2.00  0.50
H51 7.96 -8.35 1.97  0.35
H52 5.90 -4.69 1.81  0.45
H53 3.74 -5.79 2.17  0.95
H54 9.16 -6.33 1.66  0.30
H55 8.44 -4.98 2.51  0.40
H56 8.29 -5.12 0.78  0.32
C49 3.38 -5.21 -3.21  1.58
N9 3.02 -3.94 -2.58  0.47
C50 2.72 -2.85 -3.29  -0.17
C51 2.14 -1.75 -2.66  -1.10
C52 1.78 -1.83 -1.32  0.48
C53 2.13 -2.96 -0.60  -0.39
C54 2.79 -4.01 -1.23  -0.62
C55 0.89 -0.82 -0.74  1.26
C56 -0.06 -1.22 0.21  0.02
C57 -0.88 -0.26 0.81  -1.99
N10 -0.75 1.05 0.50  1.56
C58 0.07 1.41 -0.49  -1.06
C59 0.88 0.49 -1.10  -0.78
C60 -1.55 2.13 1.14  1.17
H57 4.28 -5.63 -2.84  -1.33
H58 3.50 -4.92 -4.27  -0.08
H59 2.49 -5.78 -3.13  -0.20
H60 2.72 -2.89 -4.47  0.29
H61 2.05 -0.85 -3.22  0.59
H62 1.85 -3.28 0.42  0.91
H63 3.09 -5.01 -0.80  0.19
H64 -0.14 -2.21 0.64  0.27
H65 -1.57 -0.60 1.54  0.81
H66 0.13 2.43 -0.66  1.05
H67 1.56 0.96 -1.88  0.39
H68 -2.46 1.70 1.51  -0.51
H69 -1.60 2.90 0.46  -0.56
H70 -1.07 2.41 2.07  -0.40
C61 2.14 5.10 4.83  -1.08
N11 2.39 5.60 3.50  0.31
C62 3.64 5.49 3.05  -0.27
C63 3.94 5.82 1.74  -0.62
C64 2.96 6.28 0.92  0.78
C65 1.63 6.18 1.36  -0.82
C66 1.33 5.89 2.70  -0.81
C67 3.22 6.79 -0.48  0.75
C68 2.48 6.25 -1.51  -0.25
C69 2.57 6.74 -2.78  -0.64
N12 3.48 7.69 -3.09  0.06
C70 4.34 8.08 -2.12  -0.30
C71 4.25 7.67 -0.81  -0.81
C72 3.62 8.23 -4.43  -0.89
H71 2.71 4.18 5.01  0.49
H72 1.06 4.88 5.03  0.22
H73 2.45 5.86 5.56  0.33
H74 4.37 5.04 3.81  0.39
H75 4.97 5.85 1.51  0.63
H76 0.92 6.39 0.60  0.59
H77 0.32 5.90 3.07  0.95
H78 1.65 5.57 -1.33  0.50
H79 1.79 6.33 -3.46  0.39
H80 5.02 8.83 -2.44  0.51
H81 4.98 7.81 -0.01  0.53
H82 3.39 9.29 -4.46  0.37
H83 2.96 7.68 -5.09  0.30
H84 4.67 8.19 -4.76  0.38
C73 0.99 -3.65 -8.93  -0.92
N13 0.30 -3.85 -7.64  0.26
C74 -0.21 -5.04 -7.36  -0.39
C75 -0.87 -5.26 -6.19  -1.12
C76 -1.03 -4.24 -5.25  0.23
C77 -0.53 -2.94 -5.57  0.05
C78 0.10 -2.81 -6.78  -0.72
C79 -1.64 -4.60 -3.92  1.85
C80 -2.75 -5.49 -3.79  -0.83
C81 -3.07 -5.93 -2.57  -0.75
N14 -2.48 -5.40 -1.46  1.08
C82 -1.41 -4.65 -1.59  0.86
C83 -0.94 -4.28 -2.82  -0.12
C84 -3.13 -5.70 -0.14  -0.93
H85 1.36 -4.61 -9.17  0.38
H86 1.86 -2.97 -8.79  0.27
H87 0.31 -3.34 -9.66  0.35
H88 -0.04 -5.81 -8.11  0.45
H89 -1.30 -6.28 -6.03  0.41
H90 -0.81 -2.07 -4.98  0.39
H91 0.43 -1.81 -7.04  0.38
H92 -3.35 -5.89 -4.65  0.58
H93 -3.97 -6.62 -2.45  0.38
H94 -0.84 -4.42 -0.62  -0.93
H95 -0.04 -3.74 -2.76  -0.41
H96 -2.40 -5.52 0.62  0.23
H97 -3.36 -6.77 -0.04  0.37
H98 -3.97 -5.06 0.03  0.33
C85 -2.87 1.83 -3.93  -0.40
N15 -4.16 1.48 -3.16  0.45
C86 -4.98 0.68 -3.84  -0.50
C87 -6.29 0.48 -3.37  -0.72
C88 -6.65 1.04 -2.11  1.07
C89 -5.65 1.64 -1.30  -0.66
C90 -4.43 1.95 -1.91  -1.06
C91 -8.01 0.81 -1.56  0.44
C92 -8.09 0.38 -0.23  0.08
C93 -9.35 0.15 0.24  -0.88
N16 -10.51 0.44 -0.48  0.14
C94 -10.36 0.98 -1.69  -0.46
C95 -9.11 1.12 -2.25  -0.58
C96 -11.86 0.21 0.09  -0.87
H99 -2.21 2.50 -3.32  -0.03
H100 -3.35 2.35 -4.78  0.46
H101 -2.38 0.91 -4.22  0.10
H102 -4.76 0.32 -4.87  0.42
H103 -7.07 -0.07 -3.89  0.64
H104 -5.98 1.91 -0.28  0.53
H105 -3.66 2.54 -1.50  1.14
H106 -7.24 0.28 0.45  0.20
H107 -9.51 -0.33 1.21  0.43
H108 -11.23 1.15 -2.31  0.44
H109 -9.05 1.44 -3.27  0.59
H110 -12.46 -0.27 -0.72  0.38
H111 -12.37 1.11 0.55  0.29
H112 -11.76 -0.52 0.89  0.33
C97 4.46 -8.46 -1.71  -0.53
C98 5.64 -7.48 -1.61  0.63
O1 5.45 -6.45 -0.89  -0.57
O2 6.70 -7.78 -2.17  -0.77
H113 4.74 -9.21 -2.44  0.51
H114 3.57 -8.04 -2.05  -0.15
H115 4.40 -8.99 -0.76  0.16
C99 1.29 0.73 3.17  -0.95
C100 0.93 2.17 3.46  0.62
O3 1.82 2.97 3.07  -0.68
O4 -0.22 2.40 3.95  -0.78
H116 0.44 0.05 3.18  0.20
H117 1.99 0.28 3.92  0.48
H118 1.79 0.70 2.22  0.20
C101 -3.42 -1.76 -2.00  -0.19
C102 -2.41 -1.36 -3.09  0.80
O5 -1.25 -0.96 -2.74  -0.16
O6 -2.82 -1.36 -4.27  -0.78
H119 -3.62 -0.96 -1.27  -0.36
H120 -2.94 -2.61 -1.49  -0.33
H121 -4.30 -2.05 -2.55  0.48
C103 -0.20 -8.05 -3.31  -1.52
C104 0.03 -7.36 -2.01  0.67
O7 1.01 -6.59 -1.91  0.00
O8 -0.70 -7.63 -1.04  -0.77
H122 0.43 -7.58 -4.08  0.23
H123 -1.25 -8.10 -3.66  0.36
H124 0.05 -9.11 -3.24  0.41
C105 -1.34 6.13 -2.56  -1.19
C106 -1.11 4.99 -1.52  0.54
O9 0.09 4.74 -1.29  -0.69
O10 -2.10 4.47 -1.03  -0.60
H125 -0.39 6.53 -2.76  0.17
H126 -1.98 6.95 -2.12  0.26
H127 -1.92 5.80 -3.42  0.31
C107 -1.14 7.64 6.15  -1.38
C108 -2.00 7.60 4.88  0.70
O11 -1.93 6.62 4.15  -0.39
O12 -2.79 8.60 4.64  -0.72
H128 -0.68 6.70 6.26  0.31
H129 -1.84 7.80 6.97  0.37
H130 -0.41 8.48 6.20  0.30
C109 4.64 -2.32 -7.77  -1.52
C110 4.23 -3.21 -6.65  0.53
O13 3.07 -3.06 -6.19  -0.62
O14 5.19 -3.90 -6.12  -0.58
H131 4.12 -1.34 -7.95  0.28
H132 4.57 -2.89 -8.64  0.43
H133 5.71 -2.15 -7.81  0.35
C111 0.01 -5.46 3.34  -1.63
C112 0.48 -4.79 2.00  0.48
O15 -0.50 -4.28 1.39  -0.70
O16 1.68 -4.79 1.60  -0.52
H134 0.75 -6.01 3.81  0.35
H135 -0.88 -5.96 3.06  0.38
H136 -0.32 -4.62 3.96  0.37
C113 -5.30 -1.04 1.55  -1.70
C114 -5.29 0.37 2.12  1.39
O17 -4.46 0.49 3.04  -0.75
O18 -6.14 1.25 1.67  -0.86
H137 -6.27 -1.44 1.79  0.36
H138 -4.57 -1.62 2.04  0.50
H139 -5.26 -0.98 0.48  0.27

Energy ... -181100.86295 eV
Net charge ... +7
E_HOMO ... -16.23 eV
Largest force on an atom ... 3.8 eV Å⁻¹
Molecular weight ... 2021.46 g/mol